No. 1
Density functional theory data (wB97M-V/def2-TZVPD) for a cluster of 16 separate species, C3H41N2O15S in total in a non-equilibrium geometry.

As for the frontier orbital gap: 9.69 eV. The calculation puts the relative energy (zero: lowest compared OMol25 entry of this formula, charge and spin) at 109.4 kJ/mol. The total energy is -1774.95589 Ha. The HOMO energy comes out at -0.45006 hartree. The charge is +1.

CARTESIAN COORDINATES (ANGSTROEM)
N (1.497, 0.326, -2.566)
C (0.496, 1.214, -1.816)
C (1.027, 2.631, -1.724)
S (2.625, 3.045, -2.496)
C (-0.875, 1.107, -2.407)
N (-1.607, -0.109, -2.097)
H (1.127, -0.619, -2.405)
H (1.481, 0.462, -3.578)
H (2.335, 0.222, -1.963)
H (0.658, 0.805, -0.805)
H (0.421, 3.410, -2.255)
H (0.817, 3.136, -0.781)
H (3.414, 3.296, -1.445)
H (-0.800, 1.357, -3.481)
H (-1.542, 1.899, -2.059)
H (-1.680, -0.398, -1.135)
H (-1.348, -0.927, -2.629)
H (0.632, 2.099, 3.327)
H (1.304, 1.749, 4.731)
O (0.488, 1.969, 4.280)
H (0.090, -0.450, 1.642)
H (0.905, -1.773, 1.340)
O (0.974, -0.833, 1.565)
H (-2.595, -2.444, 2.137)
H (-2.380, -1.962, 0.754)
O (-1.879, -2.345, 1.497)
H (2.771, -0.953, 0.115)
H (4.078, -0.328, -0.387)
O (3.188, -0.576, -0.663)
H (2.376, -4.204, -1.428)
H (1.450, -3.130, -2.173)
O (2.238, -3.290, -1.660)
H (-0.925, -4.378, -2.166)
H (-0.134, -4.535, -0.778)
O (-0.068, -4.413, -1.738)
H (-3.916, -0.001, 0.006)
H (-4.667, -1.042, 0.775)
O (-3.871, -0.956, 0.236)
H (2.960, -1.171, 3.924)
H (3.095, -1.749, 2.522)
O (3.443, -1.826, 3.414)
H (-0.157, 5.125, 1.261)
H (-1.103, 4.718, 2.401)
O (-0.680, 4.388, 1.601)
H (1.774, 0.727, 1.876)
H (1.226, 2.082, 1.409)
O (1.892, 1.692, 1.992)
H (-0.463, -3.565, 1.564)
H (0.540, -4.712, 1.560)
O (0.229, -3.977, 1.018)
H (-4.109, 2.055, 0.128)
H (-4.078, 1.726, 1.654)
O (-4.541, 1.557, 0.829)
H (-1.210, 1.102, 3.290)
H (-2.337, 0.026, 3.179)
O (-1.816, 0.660, 2.681)
H (-0.872, 2.996, 0.552)
H (-1.239, 1.505, 0.914)
O (-0.940, 2.087, 0.207)
H (0.241, -2.185, -4.941)
H (-0.396, -1.014, -4.206)
O (0.435, -1.306, -4.597)

Here is what Mulliken gives for the atomic charges, in e: number 1, N, carries 0.058; number 2, C, carries 1.745; number 3, C, carries -0.933; number 4, S, carries -0.214; number 5, C, carries -1.527; number 6, N, carries -0.319; number 7, H, carries -0.223; number 8, H, carries 0.443; number 9, H, carries 0.462; number 10, H, carries -0.193; number 11, H, carries 0.320; number 12, H, carries 0.158; number 13, H, carries 0.160; number 14, H, carries 0.566; number 15, H, carries 0.293; number 16, H, carries 0.066; number 17, H, carries 0.216; number 18, H, carries 0.381; number 19, H, carries 0.301; number 20, O, carries -0.677; number 21, H, carries 0.118; number 22, H, carries 0.204; number 23, O, carries -0.433; number 24, H, carries 0.226; number 25, H, carries 0.329; number 26, O, carries -0.590; number 27, H, carries 0.211; number 28, H, carries 0.271; number 29, O, carries -0.531; number 30, H, carries 0.266; number 31, H, carries 0.303; number 32, O, carries -0.570; number 33, H, carries 0.264; number 34, H, carries 0.352; number 35, O, carries -0.618; number 36, H, carries 0.382; number 37, H, carries 0.259; number 38, O, carries -0.629; number 39, H, carries 0.314; number 40, H, carries 0.323; number 41, O, carries -0.617; number 42, H, carries 0.257; number 43, H, carries 0.260; number 44, O, carries -0.514; number 45, H, carries 0.546; number 46, H, carries 0.301; number 47, O, carries -0.780; number 48, H, carries 0.337; number 49, H, carries 0.301; number 50, O, carries -0.605; number 51, H, carries 0.321; number 52, H, carries 0.313; number 53, O, carries -0.682; number 54, H, carries 0.253; number 55, H, carries 0.234; number 56, O, carries -0.394; number 57, H, carries 0.246; number 58, H, carries -0.013; number 59, O, carries -0.237; number 60, H, carries 0.332; number 61, H, carries 0.241; number 62, O, carries -0.630



No. 2
Density functional theory data (wB97M-V/def2-TZVPD) for a cluster of 20 separate species, C3H41NO22 in total in a non-equilibrium geometry.

As for the frontier orbital gap: 10.55 eV. The total energy is -1848.94427 Ha. The HOMO energy comes out at -0.38595 hartree.

CARTESIAN COORDINATES (ANGSTROEM)
C (1.216, -0.702, 5.099)
O (2.498, -1.005, 4.516)
C (2.422, -1.080, 3.184)
O (1.424, -1.043, 2.525)
N (3.694, -1.284, 2.478)
C (3.984, -0.206, 1.937)
O (4.084, 0.723, 1.246)
H (0.604, 0.005, 4.514)
H (0.665, -1.628, 5.370)
H (1.433, -0.203, 6.070)
O (-1.613, 1.471, 4.509)
H (-1.886, 1.217, 3.618)
H (-1.493, 2.428, 4.452)
O (-0.286, 4.336, 5.286)
H (0.098, 3.566, 5.720)
H (0.303, 5.059, 5.520)
O (3.830, 0.150, -1.534)
H (2.948, -0.238, -1.657)
H (3.876, 0.322, -0.585)
O (2.067, -1.790, -3.021)
H (2.560, -2.614, -2.934)
H (2.471, -1.353, -3.780)
O (1.885, 2.638, -1.480)
H (2.380, 1.815, -1.395)
H (2.291, 3.074, -2.239)
O (0.838, -1.750, -0.546)
H (-0.042, -2.132, -0.663)
H (0.889, -1.574, 0.402)
O (-0.889, -3.487, -2.691)
H (-1.081, -3.630, -3.625)
H (-0.016, -3.065, -2.693)
O (-0.677, 1.287, -2.841)
H (-0.318, 0.481, -2.449)
H (-0.001, 1.952, -2.658)
O (-2.818, -0.867, 5.838)
H (-2.939, -1.538, 5.158)
H (-2.558, -0.073, 5.344)
O (-0.595, 0.157, -5.494)
H (-1.471, -0.227, -5.602)
H (-0.541, 0.350, -4.542)
O (6.713, -0.213, -3.096)
H (5.865, -0.510, -2.742)
H (7.258, -0.079, -2.315)
O (-2.293, -1.312, -1.585)
H (-3.247, -1.448, -1.617)
H (-1.940, -1.972, -2.205)
O (4.604, 3.013, -3.286)
H (4.956, 2.203, -2.894)
H (5.280, 3.673, -3.106)
O (-5.397, 0.440, 4.848)
H (-6.292, 0.086, 4.878)
H (-4.882, -0.172, 5.392)
O (-1.653, 1.377, 0.511)
H (-1.887, 0.727, -0.164)
H (-1.389, 2.150, 0.002)
O (1.680, 0.886, -3.824)
H (1.482, 0.743, -4.760)
H (2.550, 1.307, -3.834)
O (-6.834, 1.358, 7.322)
H (-6.290, 0.578, 7.464)
H (-6.393, 1.818, 6.599)
O (-4.687, -2.237, -3.167)
H (-4.994, -1.876, -4.005)
H (-5.127, -3.090, -3.103)
O (-2.330, -2.416, -6.909)
H (-2.527, -2.578, -7.837)
H (-1.462, -1.995, -6.925)

Here is what Mulliken gives for the atomic charges, in e: number 1, C, carries -0.553; number 2, O, carries -0.348; number 3, C, carries 0.747; number 4, O, carries -0.504; number 5, N, carries -0.420; number 6, C, carries 0.693; number 7, O, carries -0.512; number 8, H, carries 0.274; number 9, H, carries 0.270; number 10, H, carries 0.285; number 11, O, carries -0.690; number 12, H, carries 0.345; number 13, H, carries 0.275; number 14, O, carries -0.619; number 15, H, carries 0.301; number 16, H, carries 0.301; number 17, O, carries -0.482; number 18, H, carries 0.253; number 19, H, carries 0.297; number 20, O, carries -0.506; number 21, H, carries 0.243; number 22, H, carries 0.275; number 23, O, carries -0.649; number 24, H, carries 0.299; number 25, H, carries 0.316; number 26, O, carries -0.434; number 27, H, carries 0.256; number 28, H, carries 0.250; number 29, O, carries -0.686; number 30, H, carries 0.306; number 31, H, carries 0.315; number 32, O, carries -0.652; number 33, H, carries 0.258; number 34, H, carries 0.336; number 35, O, carries -0.677; number 36, H, carries 0.329; number 37, H, carries 0.363; number 38, O, carries -0.645; number 39, H, carries 0.280; number 40, H, carries 0.401; number 41, O, carries -0.639; number 42, H, carries 0.293; number 43, H, carries 0.318; number 44, O, carries -0.539; number 45, H, carries 0.253; number 46, H, carries 0.338; number 47, O, carries -0.613; number 48, H, carries 0.335; number 49, H, carries 0.280; number 50, O, carries -0.649; number 51, H, carries 0.337; number 52, H, carries 0.329; number 53, O, carries -0.582; number 54, H, carries 0.302; number 55, H, carries 0.284; number 56, O, carries -0.418; number 57, H, carries 0.259; number 58, H, carries 0.196; number 59, O, carries -0.639; number 60, H, carries 0.306; number 61, H, carries 0.344; number 62, O, carries -0.575; number 63, H, carries 0.298; number 64, H, carries 0.289; number 65, O, carries -0.625; number 66, H, carries 0.295; number 67, H, carries 0.329



No. 3
Density functional theory data (wB97M-V/def2-TZVPD) for a structure of composition C3H4AgO2 in a non-equilibrium geometry.

The spin multiplicity is 2. As for the frontier orbital gap (alpha / beta): 5.88 / 6.96 eV. The calculation puts the relative energy (zero: lowest compared OMol25 entry of this formula, charge and spin) at 652.2 kJ/mol. The total energy is -413.78095 Ha. The HOMO energy (alpha / beta) comes out at -0.24339 / -0.28542 hartree. As for the expectation value of S²: 0.9552.

CARTESIAN COORDINATES (ANGSTROEM)
C (0.393, -2.145, 0.076)
O (0.569, 0.971, -1.017)
C (-0.117, 1.098, 0.218)
C (-0.645, -0.097, 0.691)
O (0.433, -0.937, 1.015)
Ag (2.047, -0.676, -0.420)
H (0.643, 1.814, -1.470)
H (-0.659, 2.037, 0.338)
H (-1.709, -0.222, 0.442)
H (-0.952, -1.843, 0.126)

Here is what Mulliken gives for the atomic charges, in e: number 1, C, carries -0.382; number 2, O, carries -0.480; number 3, C, carries -0.198; number 4, C, carries -0.021; number 5, O, carries -0.408; number 6, Ag, carries 0.364; number 7, H, carries 0.289; number 8, H, carries 0.317; number 9, H, carries 0.359; number 10, H, carries 0.160